# 1
ORCA calculation (ωB97M-V/def2-TZVPD) on 11 unconnected molecules or ions with the total composition C19H39Cl12FN4O11.

* charge: 0
* SMILES: O=C1OC[C@@H](F)O1.C[N+](=O)[O-].C[N+](=O)[O-].C[N+](=O)[O-].C[N+](=O)[O-].ClCCCl.ClCCCl.ClCCCl.ClCCCl.ClCCCl.ClCCCl
* strongest force on any atom: 6.05 eV/Å
* M: 944.0 g mol⁻¹
* total energy: -201791.7828 eV
* gap between HOMO and LUMO: 10.59 eV
* LUMO level: -0.1 eV
* HOMO level: -10.68 eV

Last column: Mulliken charge in e.
Positions of all 86 atoms, in Å:
O -18.0388 6.5971 29.9221  -0.58
C -19.1066 7.0961 30.1797  0.70
O -19.5507 8.1628 29.4959  -0.32
C -20.8061 8.5702 30.0733  -0.33
C -20.9785 7.5858 31.2409  0.32
F -22.1849 7.0533 31.2566  -0.26
O -19.9366 6.6474 31.0079  -0.28
H -20.7453 9.5848 30.4671  0.25
H -21.6605 8.4981 29.4004  0.26
H -20.8660 8.1339 32.1763  0.23
C -20.8963 8.7903 39.7276  -0.68
N -21.9967 8.8714 38.6886  0.79
O -22.2116 9.8976 38.0225  -0.50
O -22.7450 7.9094 38.5859  -0.48
H -20.0366 8.4233 39.1670  0.28
H -21.1560 8.1565 40.5755  0.29
H -20.5457 9.7436 40.1230  0.30
C -12.9905 10.7531 30.8605  -0.63
N -13.7967 11.6772 31.6126  0.79
O -15.0171 11.6095 31.6008  -0.49
O -13.1979 12.6154 32.1795  -0.50
H -12.5558 11.3545 30.0622  0.26
H -13.6957 9.9821 30.5501  0.30
H -12.2399 10.2898 31.5009  0.27
C -27.8851 1.4406 33.7013  -0.69
N -27.3227 0.0668 33.8368  0.81
O -27.6612 -0.8078 33.0321  -0.50
O -26.4699 -0.1117 34.7126  -0.49
H -27.2651 2.2364 34.1141  0.30
H -28.9055 1.5339 34.0731  0.28
H -27.9094 1.6006 32.6234  0.30
C -14.6547 8.2871 23.9447  -0.65
N -15.3219 9.6093 23.9175  0.79
O -16.1264 9.7733 22.9656  -0.50
O -14.9833 10.4734 24.7102  -0.49
H -13.8881 8.2391 23.1713  0.27
H -15.4498 7.5773 23.7166  0.29
H -14.3612 8.0037 24.9554  0.29
Cl -24.6925 2.2332 27.2695  -0.18
C -23.8596 0.6972 27.1893  -0.46
C -24.0410 0.1371 25.7676  -0.42
Cl -25.7710 -0.4015 25.5742  -0.17
H -24.3288 0.0823 27.9574  0.31
H -22.8193 0.8863 27.4539  0.29
H -23.2822 -0.6132 25.5453  0.32
H -23.6844 0.9176 25.0954  0.32
Cl -30.9432 7.8631 29.9162  -0.19
C -29.3739 8.5649 30.1146  -0.37
C -29.5936 10.0437 30.5534  -0.47
Cl -28.1550 10.8189 31.3466  -0.21
H -28.6737 8.2939 29.3244  0.35
H -29.0002 7.9605 30.9412  0.25
H -30.3659 10.0380 31.3226  0.30
H -29.9863 10.6453 29.7338  0.34
Cl -25.6343 10.2933 22.9304  -0.17
C -25.1858 10.9095 21.3385  -0.38
C -25.8235 10.0553 20.2174  -0.48
Cl -24.9361 8.4814 20.0558  -0.18
H -24.0960 10.9060 21.3578  0.30
H -25.5428 11.9349 21.2422  0.28
H -25.8474 10.4800 19.2139  0.30
H -26.9043 9.9227 20.1679  0.35
Cl -13.6596 -0.3029 25.8311  -0.19
C -14.9902 -0.7245 26.9129  -0.39
C -16.2774 -0.9749 26.1666  -0.43
Cl -16.9915 0.3373 25.1888  -0.18
H -15.1044 0.0837 27.6352  0.29
H -14.5023 -1.5436 27.4413  0.29
H -17.0759 -1.2212 26.8664  0.29
H -16.2736 -1.8348 25.4968  0.32
Cl -21.6673 17.8685 33.9491  -0.20
C -21.5730 16.4389 35.1265  -0.47
C -20.8370 16.7954 36.4272  -0.37
Cl -19.1773 17.3519 36.2042  -0.17
H -21.1643 15.6219 34.5317  0.32
H -22.6304 16.2275 35.2851  0.29
H -20.9037 15.9819 37.1497  0.31
H -21.3892 17.5721 36.9561  0.28
Cl -19.5379 16.0313 27.0153  -0.21
C -18.1687 17.0941 26.6386  -0.30
C -18.3837 17.4034 25.1734  -0.51
Cl -16.9202 18.0945 24.3042  -0.22
H -17.2977 16.4499 26.7591  0.26
H -18.0963 17.8553 27.4154  0.32
H -19.2190 18.0736 24.9704  0.35
H -18.6402 16.4677 24.6766  0.32


# 2
ORCA calculation (ωB97M-V/def2-TZVPD) on 2 unconnected molecules or ions with the total composition C8H10BrN3OP.

* charge: +1
* strongest force on any atom: 2.51 eV/Å
* M: 275.1 g mol⁻¹
* total energy: -94299.7225 eV
* gap between HOMO and LUMO: 3.99 eV
* LUMO level: -6.1 eV
* HOMO level: -10.04 eV

Last column: Mulliken charge in e.
Positions of all 24 atoms, in Å:
O -2.1925 0.0703 -1.9232  -0.39
P -0.7376 -0.0364 -2.6629  0.35
Br 0.5023 -1.2885 -1.2958  -0.14
C -0.0619 1.6737 -2.4584  0.24
C -0.7146 2.7547 -3.0289  -0.31
C -0.1332 3.9784 -2.7965  -0.26
N 0.9783 4.1754 -2.1264  0.30
N 1.6498 3.1801 -1.5782  -0.59
C 1.1120 2.0072 -1.7428  -0.05
H -2.1879 0.8305 -1.3241  0.36
H -1.6149 2.6333 -3.6130  0.45
H -0.6131 4.8607 -3.2069  0.43
H 1.3582 5.1104 -2.0213  0.28
H 1.6449 1.1860 -1.2744  0.35
N 0.0761 -2.5444 2.1182  0.15
C -0.8972 -2.4988 3.0815  -0.47
C -0.5085 -3.3139 4.1091  -0.40
C 0.7506 -3.8709 3.7562  -0.55
C 1.0857 -3.3764 2.5256  -0.26
H 0.0534 -2.0456 1.2491  0.12
H -1.7783 -1.8937 2.9514  0.33
H -1.0633 -3.4922 5.0147  0.39
H 1.3412 -4.5558 4.3408  0.38
H 1.9506 -3.5441 1.9062  0.33


# 3
ORCA calculation (ωB97M-V/def2-TZVPD) on a molecular structure, C14H30AuN2P2Se.

* charge: +1
* strongest force on any atom: 3.27 eV/Å
* M: 564.3 g mol⁻¹
* total energy: -105590.4288 eV
* gap between HOMO and LUMO (alpha / beta): 6.08 / 7.93 eV
* 2S+1: 3
* LUMO level (alpha / beta): -2.1 / -2.9 eV
* HOMO level (alpha / beta): -8.21 / -10.87 eV

Last column: Mulliken spin population.
Positions of all 50 atoms, in Å:
Au -1.2327 -0.0668 -1.2237  0.27
H -1.4362 -0.5411 0.3634  -0.01
H -1.5016 0.4573 0.3299  0.13
P -1.3842 -2.4192 -1.3115  0.15
P -1.6567 2.2429 -1.5105  0.24
C -0.1802 3.2817 -1.8466  0.01
H -0.4659 4.3206 -2.0807  0.01
H 0.4835 3.2731 -0.9661  0.00
H 0.3743 2.8520 -2.6942  0.00
C -2.7001 2.5146 -2.9892  0.04
H -3.6601 1.9945 -2.8488  -0.01
H -2.8764 3.5920 -3.1552  0.01
H -2.1991 2.0797 -3.8675  -0.02
C -2.5380 3.1857 -0.2070  0.03
H -1.9298 3.2070 0.7115  0.00
H -2.7387 4.2252 -0.5317  0.01
H -3.4927 2.6846 0.0182  0.00
C -2.2343 -2.9353 -2.8501  0.03
H -2.3053 -4.0351 -2.9125  0.01
H -3.2418 -2.4925 -2.8660  -0.01
H -1.6752 -2.5488 -3.7156  -0.01
C 0.2038 -3.3337 -1.3848  0.01
H 0.7614 -3.1798 -0.4484  0.00
H 0.0374 -4.4173 -1.5376  0.01
H 0.8102 -2.9372 -2.2131  0.00
C -2.3184 -3.3160 -0.0107  0.02
H -3.3312 -2.8902 0.0638  -0.01
H -2.3907 -4.3958 -0.2425  0.01
H -1.8151 -3.1895 0.9607  0.00
H -2.9739 -0.1743 -1.2390  0.51
H -1.2210 -0.1187 -2.7554  0.35
C 3.9450 -0.4114 0.1058  0.01
N 2.8470 -0.0057 1.0062  0.02
C 1.6068 0.4180 0.6325  0.10
Se 1.1389 0.6053 -1.0537  0.12
N 0.8655 0.7528 1.7218  0.01
C 1.6629 0.5205 2.8389  0.03
C 1.3888 0.7061 4.1488  0.00
C 2.4011 0.4088 5.0589  0.00
C 3.6507 -0.0603 4.6184  0.00
C 3.9073 -0.2434 3.2613  0.01
C 2.8976 0.0511 2.3913  -0.01
H 4.8481 -0.6901 0.6707  0.00
H 4.1943 0.4286 -0.5600  -0.01
H 3.6201 -1.2749 -0.4954  0.00
H -0.0944 1.1332 1.7565  -0.05
H 0.4148 1.0773 4.4679  0.00
H 2.2226 0.5472 6.1300  0.00
H 4.4365 -0.2824 5.3475  0.00
H 4.8750 -0.6004 2.9133  0.00


# 4
ORCA calculation (ωB97M-V/def2-TZVPD) on a molecular structure, C23H34BN8OPt.

* charge: +3
* strongest force on any atom: 0.70 eV/Å
* M: 644.5 g mol⁻¹
* ΔE to the lowest compared entry with this formula, charge and spin: 0.00 kJ/mol
* total energy: -42266.1943 eV
* gap between HOMO and LUMO: 5.36 eV
* LUMO level: -12.2 eV
* HOMO level: -17.53 eV

Last column: Mulliken charge in e.
Positions of all 68 atoms, in Å:
Pt 0.4931 0.5705 0.0981  2.10
B 0.3640 3.9638 1.1935  -0.39
N 0.2527 2.6939 2.1126  0.18
C 0.2620 2.7762 3.4364  -0.16
C 0.0697 1.5068 3.9918  -1.15
C -0.0630 0.6632 2.9216  -0.28
N -0.0224 1.4197 1.7865  0.18
N 0.2663 3.5079 -0.3002  0.04
C 0.1539 4.3578 -1.3220  -0.23
C 0.2259 3.6621 -2.5276  -1.18
C 0.3838 2.3409 -2.1760  0.00
N 0.4276 2.2904 -0.8233  -0.51
H -0.5682 4.6770 1.4130  -0.03
H 1.4308 4.4617 1.3857  0.00
H 0.3808 3.7353 3.9171  0.49
H 0.0071 1.2500 5.0357  0.49
H -0.2157 -0.4029 2.8880  0.46
H 0.0519 5.4152 -1.1329  0.51
H 0.1883 4.0655 -3.5255  0.50
H 0.4813 1.4570 -2.7867  0.39
C 4.1449 -3.4249 0.4974  -1.01
N 4.0270 -2.0091 0.8285  -0.27
N 2.9456 -1.2047 0.4925  1.08
C 3.2090 0.0633 0.9095  0.38
O 2.3870 1.0459 0.6074  -0.92
C 4.4230 0.0681 1.5515  -1.39
C 4.9066 -1.2409 1.4785  0.96
C 6.1839 -1.7877 1.9991  -1.54
C 1.8486 -1.5665 -0.3236  -0.89
C 1.0894 -2.7044 -0.0564  0.04
C 0.1729 -3.1502 -1.0083  -0.91
C -0.0415 -2.4422 -2.1846  -0.72
C 0.6408 -1.2559 -2.4229  -0.77
C 1.6059 -0.8130 -1.5104  0.30
H 3.5673 -3.6495 -0.3945  0.48
H 3.8200 -4.0552 1.3245  0.35
H 5.1873 -3.6335 0.2733  0.37
H 4.9172 0.9106 2.0028  0.48
H 6.7356 -1.0078 2.5163  0.37
H 6.8064 -2.1629 1.1844  0.39
H 6.0053 -2.6091 2.6945  0.37
H 1.2706 -3.2731 0.8471  0.66
H -0.3713 -4.0688 -0.8263  0.54
H -0.7361 -2.8218 -2.9228  0.54
H 0.4883 -0.7089 -3.3448  0.67
H 2.3077 -0.0234 -1.7875  0.69
C -3.5134 0.6914 -2.9034  -0.54
C -3.9233 1.1014 -1.4924  -1.13
N -3.7071 0.0514 -0.4752  0.19
C -4.9258 -0.6575 -0.0167  -0.73
C -5.4396 -1.6614 -1.0366  -1.04
C -2.5067 -0.2506 -0.0370  1.43
C -2.3319 -1.3232 0.9846  -1.44
N -1.4317 0.4008 -0.4966  0.29
H -3.7245 1.5123 -3.5878  0.40
H -4.0787 -0.1756 -3.2386  0.32
H -2.4511 0.4524 -2.9787  0.02
H -4.9838 1.3382 -1.4667  0.45
H -3.4102 2.0143 -1.1713  0.55
H -5.6736 0.1107 0.1758  0.41
H -4.7219 -1.1413 0.9334  0.41
H -5.7502 -1.1773 -1.9613  0.32
H -6.3118 -2.1686 -0.6263  0.42
H -4.6860 -2.4155 -1.2723  0.27
H -2.8144 -1.0400 1.9205  0.47
H -1.2731 -1.4839 1.1627  -0.34
H -2.7736 -2.2589 0.6457  0.52
H -1.6789 1.1951 -1.0727  0.10


charge of number 1 (C19H39Cl12FN4O11)?
0